The following is a quantum chemistry calculation of a cluster of 21 separate species, C20H80ClN40O24 in total at a distorted geometry, from the OMol25 dataset.

Positions of all 165 atoms, in Å:
Cl: -0.0191 0.3928 0.0108
O: -0.5684 -0.2157 -1.2051
O: -0.9335 0.0416 1.1448
O: 1.2973 -0.2153 0.1150
O: 0.1757 1.8336 -0.0820
C: 2.3256 4.8403 -0.6550
O: 1.8486 4.8786 0.4974
N: 2.6814 5.8717 -1.3171
N: 2.4540 3.7902 -1.3745
H: 2.9645 5.7812 -2.2824
H: 2.7922 6.7109 -0.7660
H: 3.0699 3.8659 -2.1714
H: 2.2292 2.8533 -1.0717
C: 0.7629 2.9929 3.7586
O: 0.5819 2.9048 4.9387
N: 1.8655 3.1849 3.2106
N: -0.1878 2.8900 2.8782
H: 2.5036 3.4622 3.9428
H: 1.9584 3.5838 2.2874
H: -0.9062 2.2162 3.1017
H: 0.1541 2.9138 1.9281
C: -3.4676 2.8563 -0.0903
O: -3.7252 2.1353 -1.0972
N: -3.8172 4.0500 0.1432
N: -2.7041 2.4810 0.9324
H: -3.3519 4.6427 0.8157
H: -4.5436 4.2846 -0.5181
H: -2.2963 1.5570 0.9259
H: -2.5000 3.1229 1.6850
C: -4.1223 0.5168 4.3119
O: -5.3248 0.6812 4.3557
N: -3.6589 -0.5297 3.7556
N: -3.2137 1.3921 4.6230
H: -2.6693 -0.7209 3.8203
H: -4.3834 -1.1516 3.4264
H: -3.4659 2.1335 5.2608
H: -2.2654 1.0479 4.5750
C: 6.4373 -0.2164 -3.2518
O: 7.0793 0.5578 -3.9781
N: 5.2109 -0.0656 -2.9271
N: 6.9180 -1.1898 -2.5876
H: 4.6269 -0.6888 -2.3879
H: 4.8560 0.7729 -3.3641
H: 7.8824 -1.4549 -2.7283
H: 6.1555 -1.6342 -2.0965
C: 4.4163 -2.1621 0.2724
O: 4.3200 -1.8230 -0.8796
N: 5.1439 -3.1812 0.5738
N: 3.8820 -1.5425 1.2775
H: 5.0596 -3.4984 1.5290
H: 5.7379 -3.7033 -0.0544
H: 4.2238 -1.5686 2.2275
H: 3.0978 -0.9165 1.1626
C: 0.2837 -0.9969 4.3292
O: -0.8234 -0.7066 4.1019
N: 1.2235 -1.0017 3.4437
N: 0.7712 -1.4833 5.4210
H: 0.6707 -0.7583 2.6343
H: 1.9956 -1.6413 3.5661
H: 0.1442 -1.6132 6.2021
H: 1.7473 -1.7421 5.4056
C: -2.4219 -4.4836 -3.8972
O: -2.9282 -3.8293 -2.9353
N: -1.8357 -4.0028 -4.9364
N: -2.4699 -5.7981 -4.0048
H: -1.5930 -3.0267 -4.8452
H: -1.5376 -4.6816 -5.6223
H: -3.0400 -6.2464 -3.3019
H: -2.1936 -6.3182 -4.8253
C: 6.2603 1.7362 0.9762
O: 7.0283 2.5921 1.2289
N: 6.4397 0.8736 0.0453
N: 5.1004 1.5887 1.5508
H: 5.9345 0.0199 -0.1446
H: 7.3161 0.8592 -0.4566
H: 4.8910 2.0872 2.4039
H: 4.5165 0.9330 1.0517
C: 4.1637 -0.6349 5.3165
O: 4.5909 -1.3474 4.4035
N: 4.4098 -0.8695 6.6076
N: 3.5220 0.5098 5.1372
H: 5.1187 -1.5753 6.7466
H: 3.7483 -0.5947 7.3197
H: 3.4379 0.7115 4.1511
H: 3.4324 1.2744 5.7910
C: -5.2882 -4.6255 2.9613
O: -6.4711 -4.4293 3.3028
N: -4.6254 -5.7448 2.9619
N: -4.5239 -3.7185 2.4702
H: -4.9402 -6.6775 3.1879
H: -3.6701 -5.5539 2.6954
H: -4.9341 -2.7977 2.4079
H: -3.5270 -3.8489 2.3735
C: -1.3822 6.6600 -1.7097
O: -2.4407 6.9072 -2.1464
N: -1.0752 5.6016 -1.0406
N: -0.3637 7.4051 -2.0063
H: -0.1380 5.2334 -0.9622
H: -1.8912 5.1068 -0.7096
H: 0.5533 7.1903 -1.6417
H: -0.6686 8.1239 -2.6470
C: -2.4019 3.2083 -4.2163
O: -1.7612 4.0509 -4.9289
N: -1.8909 2.5513 -3.1886
N: -3.6525 3.0673 -4.2953
H: -0.9490 2.7933 -2.9157
H: -2.4725 2.1754 -2.4534
H: -4.1360 3.7716 -4.8342
H: -4.0899 2.3588 -3.7236
C: 5.1575 -3.9501 -3.8090
O: 6.1159 -4.4591 -3.3259
N: 4.6109 -4.0679 -4.9896
N: 4.1974 -3.3762 -3.0102
H: 5.1215 -4.5489 -5.7163
H: 3.7996 -3.5247 -5.2481
H: 3.2828 -3.0974 -3.3357
H: 4.2935 -3.2125 -2.0182
C: 1.0650 -5.2769 -1.2859
O: 2.0805 -5.6127 -1.7081
N: 0.3510 -5.8944 -0.4192
N: 0.6435 -4.1573 -1.7604
H: -0.5704 -5.5537 -0.1845
H: 0.6703 -6.8300 -0.2125
H: 1.1106 -3.8606 -2.6053
H: 0.0908 -3.5408 -1.1820
C: -2.9770 5.8176 3.2637
O: -3.3350 5.9454 2.1130
N: -3.5686 6.3321 4.3213
N: -1.8356 5.2800 3.5812
H: -3.1326 5.9957 5.1680
H: -4.5174 6.5493 4.0517
H: -1.2354 4.8490 2.8928
H: -1.7535 4.9398 4.5287
C: -1.8237 -3.7771 0.7812
O: -2.0314 -5.0053 0.8417
N: -2.0046 -3.0956 -0.2455
N: -1.4100 -3.0676 1.7974
H: -2.0053 -2.0965 -0.0976
H: -2.4336 -3.5740 -1.0247
H: -1.2007 -3.6431 2.6005
H: -1.1260 -2.1007 1.7291
C: -4.7057 -0.6945 -3.6900
O: -5.5076 -0.8933 -2.8590
N: -3.4735 -1.1532 -3.8358
N: -4.7020 0.1698 -4.7452
H: -3.3345 -2.0158 -3.3293
H: -2.7954 -0.7261 -4.4506
H: -3.8578 0.1926 -5.2992
H: -5.4837 0.7464 -5.0215
C: 1.9714 -0.8668 -4.4532
O: 2.2492 -0.3725 -5.5161
N: 1.4943 -2.0706 -4.2031
N: 2.1510 -0.3039 -3.2752
H: 1.0655 -2.2127 -3.2997
H: 1.1152 -2.7104 -4.8865
H: 2.5337 0.6144 -3.4497
H: 1.6008 -0.6379 -2.4969
C: -5.4281 -0.8879 0.5815
O: -5.4500 -1.3221 1.6994
N: -6.5527 -0.6224 -0.0808
N: -4.4061 -0.4389 -0.0472
H: -6.3976 -0.5937 -1.0784
H: -7.4749 -0.5789 0.3288
H: -3.5600 -0.3427 0.4961
H: -4.4329 -0.0700 -0.9870

Atoms 1-6, force components in eV/Å:
-0.02 -1.15 -1.56
-0.33 1.20 0.89
1.54 0.50 -1.03
-0.02 0.04 1.34
-0.68 -0.93 0.13
-2.02 -0.95 4.40

Charge   -1
Largest force on an atom   9.38 eV/A
E_HOMO   -0.2480 hartree